A molecular structure, C14H33LiN8O4S. Source: OMol25; level of theory: wB97M-V/def2-TZVPD.

Cartesian coordinates (Å):
Li 0.73 -0.33 0.60
N 3.33 -4.92 1.88
C 2.83 -3.53 2.28
C 1.46 -3.29 1.69
C 1.44 -3.19 0.15
N 0.39 -2.23 -0.23
C 2.79 -2.75 -0.42
C 3.59 -1.82 0.49
N 2.86 -0.55 0.64
C 3.85 -2.47 1.86
H 2.67 -5.65 2.17
H 4.23 -5.13 2.33
H 3.47 -5.01 0.88
H 2.76 -3.58 3.36
H 1.15 -2.33 2.12
H 0.74 -4.03 2.04
H 1.21 -4.18 -0.26
H -0.51 -2.54 0.12
H 0.29 -2.22 -1.24
H 2.64 -2.27 -1.39
H 3.41 -3.62 -0.66
H 4.56 -1.64 0.02
H 2.92 -0.03 -0.23
H 3.34 0.04 1.32
H 3.82 -1.69 2.64
H 4.86 -2.88 1.90
N -0.31 -0.26 2.46
N 0.73 -0.33 3.47
H -0.87 0.58 2.57
H -0.94 -1.03 2.65
H 0.35 -0.12 4.39
H 1.40 0.40 3.26
C -5.99 1.77 -0.65
C -5.19 2.20 -1.87
S -3.48 2.38 -1.43
O -3.33 3.49 -0.53
O -2.95 1.08 -1.03
C -2.65 2.81 -2.96
C -1.33 3.54 -2.69
N -0.57 2.95 -1.58
C -0.08 1.69 -1.54
N 0.40 1.39 -0.34
C 0.20 2.50 0.44
C -0.39 3.46 -0.31
N -0.73 4.79 0.15
O -0.72 4.94 1.35
O -0.95 5.65 -0.68
C -0.12 0.75 -2.69
H -7.04 1.65 -0.95
H -5.94 2.51 0.14
H -5.64 0.81 -0.27
H -5.50 3.18 -2.24
H -5.23 1.48 -2.68
H -3.31 3.48 -3.53
H -2.53 1.89 -3.52
H -1.52 4.57 -2.41
H -0.71 3.53 -3.58
H 0.50 2.58 1.47
H 0.07 1.26 -3.63
H -1.09 0.26 -2.74
H 0.65 -0.01 -2.55

Calculated values
* maximum force: 0.2 eV/Å
* E_HOMO: -14.2 eV
* orbital gap: 8.575 eV
* M: 416.48 g/mol
* total charge: +2
* lowest unoccupied orbital energy: -5.592 eV

***

2 unconnected molecules or ions with the total composition C14H33N2O3. Source: OMol25; level of theory: wB97M-V/def2-TZVPD.

Cartesian coordinates (Å):
O 2.30 3.96 3.39
C 2.28 2.84 2.53
C 1.66 3.32 1.23
O 1.99 2.53 0.11
C 1.55 1.22 0.17
O 0.13 1.19 0.21
C -0.42 0.24 1.10
C -1.94 0.44 1.15
C -2.36 1.34 2.31
N -1.99 2.77 2.05
C -2.38 3.28 0.67
C -3.18 2.21 -0.05
N -2.48 0.95 -0.11
H 2.58 3.70 4.27
H 1.70 2.02 2.98
H 3.28 2.46 2.32
H 2.04 4.32 1.04
H 0.57 3.41 1.32
H 1.89 0.74 -0.75
H 1.97 0.67 1.02
H -0.19 -0.79 0.79
H 0.01 0.37 2.10
H -2.40 -0.53 1.36
H -3.43 1.28 2.48
H -1.85 1.03 3.22
H -0.99 2.90 2.20
H -2.44 3.35 2.76
H -2.96 4.19 0.79
H -1.46 3.47 0.13
H -4.16 2.08 0.41
H -3.37 2.57 -1.06
H -1.80 0.92 -0.85
C 1.10 -4.84 -0.29
C -0.01 -4.23 -1.15
C 0.34 -4.17 -2.63
C 1.56 -3.31 -2.97
C 1.48 -1.87 -2.49
C 0.32 -1.08 -3.09
H 2.02 -4.25 -0.34
H 0.80 -4.89 0.76
H 1.34 -5.85 -0.62
H -0.25 -3.23 -0.77
H -0.91 -4.83 -1.03
H -0.53 -3.79 -3.18
H 0.51 -5.18 -3.00
H 1.70 -3.31 -4.06
H 2.46 -3.77 -2.55
H 2.42 -1.36 -2.73
H 1.40 -1.85 -1.39
H 0.39 -1.05 -4.18
H 0.32 -0.05 -2.73
H -0.64 -1.52 -2.83

Calculated values
* maximum force: 0.4 eV/Å
* E_HOMO: -12.6 eV
* orbital gap: 9.518 eV
* M: 277.43 g/mol
* total charge: +1
* lowest unoccupied orbital energy: -3.107 eV

***

A molecular structure, C14H34NO8P3S5Y. Source: OMol25; level of theory: wB97M-V/def2-TZVPD.

Cartesian coordinates (Å):
Y 0.27 0.60 -0.01
C 4.26 1.87 1.13
C 4.31 1.22 -0.24
S 3.20 -0.18 -0.50
C 3.75 -1.30 0.81
C 3.17 -1.13 2.21
S 1.39 -0.75 2.31
C 1.36 0.64 3.48
C 2.37 1.77 3.26
S 2.57 2.34 1.55
H 4.87 2.78 1.14
H 4.66 1.21 1.90
H 5.33 0.88 -0.46
H 4.04 1.94 -1.02
H 4.84 -1.22 0.86
H 3.51 -2.28 0.43
H 3.67 -0.34 2.76
H 3.32 -2.05 2.77
H 1.48 0.24 4.48
H 0.35 1.03 3.39
H 3.36 1.51 3.63
H 2.03 2.62 3.84
N -2.34 3.86 -1.26
C -2.19 3.38 0.19
C -3.05 4.18 1.16
P -2.53 1.55 0.10
O -4.09 1.43 0.36
O -1.72 0.81 1.14
O -2.13 1.25 -1.31
P -0.39 3.46 0.57
O -0.14 5.03 0.41
O -0.11 2.92 1.92
O 0.27 2.73 -0.60
H -3.27 4.24 -1.43
H -2.20 3.00 -1.83
H -1.65 4.56 -1.52
H -4.11 4.07 0.93
H -2.78 5.24 1.15
H -2.88 3.80 2.17
H -4.35 0.75 1.01
H 0.56 5.38 1.00
C -1.21 -4.12 0.42
C -1.80 -2.73 0.41
C -2.10 -2.26 1.81
O -0.91 -1.73 -0.24
P -0.05 -2.09 -1.58
S 1.53 -3.10 -1.13
S 0.30 -0.28 -2.42
O -1.17 -2.84 -2.40
C -1.16 -3.40 -3.76
C -2.33 -2.77 -4.47
C 0.15 -3.23 -4.50
H -1.93 -4.76 0.96
H -0.26 -4.14 0.95
H -1.07 -4.53 -0.57
H -2.70 -2.71 -0.20
H -1.22 -2.37 2.45
H -2.90 -2.89 2.22
H -2.42 -1.23 1.84
H -1.35 -4.46 -3.60
H -2.15 -1.69 -4.59
H -3.25 -2.91 -3.91
H -2.44 -3.21 -5.46
H 0.36 -2.18 -4.69
H 0.06 -3.75 -5.46
H 0.99 -3.67 -3.96

Calculated values
* maximum force: 1.0 eV/Å
* E_HOMO: -10.3 eV
* orbital gap: 7.992 eV
* M: 686.59 g/mol
* energy above the lowest of the compared OMol25 structures with the same formula, charge and spin: 0.9496 eV
* total charge: +1
* lowest unoccupied orbital energy: -2.268 eV

***

A molecular structure, C14H35BCuNO12V2. Source: OMol25; level of theory: wB97M-V/def2-TZVPD.

Cartesian coordinates (Å):
O -2.82 -0.72 -2.78
V -2.48 0.76 -2.40
O 2.20 1.75 -2.51
V 0.70 2.30 -2.29
Cu -2.53 1.38 1.64
C -1.14 2.31 -4.29
O 0.12 2.22 -4.42
O -2.00 1.37 -4.46
O -1.35 2.62 -3.08
C -0.45 0.57 -0.60
O -1.70 0.66 -0.40
O 0.36 1.55 -0.35
O -0.24 0.20 -1.80
B -4.53 1.47 -1.74
H -4.49 0.45 -1.27
H -4.39 1.42 -2.85
H -5.46 2.08 -1.46
H -3.64 2.08 -1.41
C 1.11 4.89 3.11
O 0.69 3.60 3.50
C 0.90 2.68 2.43
C 0.45 1.32 2.94
N -0.97 1.41 3.33
C -1.39 0.24 4.12
C -1.56 -1.03 3.27
O -2.60 -0.74 2.37
C -2.82 -1.84 1.49
H 0.77 5.64 3.83
H 0.67 5.24 2.16
H 2.20 4.93 3.05
H 1.97 2.59 2.23
H 0.37 2.98 1.53
H 1.13 0.95 3.71
H 0.46 0.60 2.12
H -1.02 2.23 3.93
H -2.38 0.43 4.55
H -0.73 0.08 4.97
H -1.78 -1.82 3.99
H -0.60 -1.23 2.77
H -1.89 -2.11 0.98
H -3.65 -1.67 0.81
H -3.13 -2.73 2.05
C 1.96 -2.50 -3.56
C 0.72 -2.21 -4.37
C 0.30 -3.35 -5.31
O -0.38 -1.97 -3.49
H 1.78 -3.22 -2.76
H 2.33 -1.57 -3.11
H 2.79 -2.87 -4.18
H 0.80 -1.31 -4.99
H -0.19 -2.92 -6.18
H -0.40 -4.03 -4.83
H 1.15 -3.92 -5.71
H -0.16 -1.20 -2.96
C 4.25 -1.21 2.15
C 2.85 -1.76 1.92
C 2.38 -1.52 0.49
O 2.86 -3.17 2.21
H 4.70 -1.58 3.08
H 4.18 -0.12 2.25
H 4.87 -1.47 1.30
H 2.14 -1.32 2.64
H 1.35 -1.87 0.43
H 3.00 -2.11 -0.18
H 2.43 -0.47 0.20
H 1.94 -3.43 2.21

Calculated values
* maximum force: 9.3 eV/Å
* E_HOMO (alpha / beta): -9.1 / -9.1 eV
* orbital gap (alpha / beta): 7.039 / 7.295 eV
* M: 585.67 g/mol
* energy above the lowest of the compared OMol25 structures with the same formula, charge and spin: 1.9037 eV
* total charge: 0
* ⟨S²⟩: 2.070
* lowest unoccupied orbital energy (alpha / beta): -2.062 / -1.821 eV
* 2S+1: 3

***

For the records above, the corresponding total energy values read -1697.456974 -888.179878 -4264.169232 -5065.259979 a.u..